# 1
ORCA calculation (wB97M-V/def2-TZVPD) on a single C26H24FN3O4 molecule at a distorted geometry.

Geometry as XYZ:
```
58
Properties=species:S:1:pos:R:3:forces:R:3:mulliken_charge:R:1
C -5.872720 2.925865 0.980123 2.1390 3.7068 -2.6036 -0.999
C -4.535703 2.440073 1.664698 -8.1150 -6.8479 1.1867 -1.091
N -3.433531 2.064662 0.957144 -1.1894 -1.6513 0.2320 0.225
C -3.259016 0.896324 0.351897 -0.8116 -2.6573 -5.2534 -0.112
C -2.264286 0.748287 -0.824718 -4.7103 -4.1365 3.7221 -0.045
C -2.414404 -0.679788 -1.408929 -0.3294 0.5319 0.8282 0.522
O -3.167394 -1.605601 -0.999609 3.8282 3.6859 -2.7080 -0.628
O -1.434069 -0.684921 -2.648780 -3.1763 6.1478 8.7567 -0.236
C -1.390054 -1.863916 -3.065692 0.6377 -7.3351 -4.6156 -1.032
C -0.566905 -3.039087 -2.490083 3.6775 1.4091 4.9750 0.658
O -0.727053 -4.238943 -2.406797 -1.6847 1.1350 -1.8663 -0.682
C 0.713596 -2.520777 -1.605983 -2.4258 1.5998 -3.7495 0.764
C 1.376741 -1.152021 -1.584839 -11.6346 -2.4465 -5.5514 -1.111
C 2.380384 -1.276993 -0.932774 7.0507 -2.7084 3.9075 1.043
C 3.194475 -0.272050 -0.621709 9.9638 4.4512 3.4452 -1.675
N 2.720820 -2.539137 -0.635571 -2.7406 -6.9173 0.7101 0.515
C 3.721981 -3.229528 0.183718 -1.4681 6.5278 -7.4730 -0.601
C 4.967104 -2.949822 -0.204967 5.7239 -3.9290 -4.2643 -0.268
C 6.096394 -3.669303 0.473737 1.8004 8.0879 -15.7723 -0.740
C 6.067664 -3.998104 1.641139 -2.8461 -2.4548 9.6560 -0.163
C 4.844291 -3.965308 2.275269 -4.9563 0.1782 -2.5603 -0.915
C 3.692438 -3.625496 1.369769 -1.9202 -2.7025 12.9525 1.075
F 2.359079 -3.430543 2.084682 3.1220 -0.9439 -1.5347 -0.375
C 1.558820 -3.392549 -1.092004 3.6924 2.2412 2.2399 0.158
C 1.539221 -4.808530 -0.806771 -1.7471 -1.0985 2.1746 -1.518
C -1.209405 1.709332 -1.001118 -9.3255 -1.8534 5.5011 1.011
O -0.287497 1.673728 -1.618380 9.9807 -0.6507 -7.2009 -0.525
C -1.575783 2.775786 -0.186925 2.2861 8.2549 4.3864 0.307
C -0.533921 3.914356 -0.296348 -10.5353 5.4401 9.1955 -1.353
C -0.663531 5.295351 0.602027 -9.7677 -15.2882 -1.7939 -1.101
C -2.028043 5.138583 1.396563 12.5263 13.3354 -0.1262 0.437
C -2.180806 6.485155 2.378240 -6.3322 -2.4162 -5.0100 -1.129
N -2.743173 4.241795 1.377556 -8.0622 -10.3236 1.4124 -0.060
C -2.564647 3.006598 0.873525 6.0652 2.7094 -6.4769 0.169
H -5.586842 4.021007 0.570930 -0.7818 -2.1103 0.6979 0.249
H -6.842116 3.119726 1.474228 1.0152 -0.7113 0.6938 0.381
H -6.084577 2.384576 0.042159 0.1966 -0.1419 0.5395 0.282
H -4.923336 1.329751 2.040830 0.6581 2.3253 -0.5152 0.396
H -4.368037 2.814978 2.574004 1.0479 2.3106 2.9800 0.614
H -4.257418 0.079369 0.397259 3.5358 2.5313 0.1471 0.237
H -0.768823 -1.565753 -3.925826 -0.6897 -1.9330 -1.7076 0.443
H -2.398063 -2.268487 -3.047325 -0.3506 -0.6694 -1.6375 0.509
H 0.900638 -0.318706 -2.010913 -0.1064 1.0684 -0.1693 0.733
H 4.333131 -0.132686 -1.264574 -3.4233 -0.5375 1.6125 0.141
H 2.777622 0.657901 -0.536112 -1.3610 2.4380 -0.8490 0.532
H 3.594801 -0.272832 0.500597 -0.4863 -0.7247 -1.9847 0.245
H 5.164824 -2.756570 -1.391326 -0.5657 0.1205 3.2605 0.235
H 7.068473 -3.378066 -0.270463 -2.1570 -1.5021 2.7472 0.155
H 6.834745 -4.127057 2.266345 3.3613 -1.1217 1.8607 0.522
H 4.585031 -4.279147 3.276982 0.2674 0.2478 0.0176 0.447
H 2.527075 -5.256717 -0.954057 -0.3382 -0.1918 -0.0930 0.361
H 0.720649 -5.128023 -1.525226 1.2621 -0.6567 1.3540 0.476
H 1.223343 -4.968648 0.412038 0.7264 0.2318 -3.4920 0.144
H 0.245362 3.703522 -0.725235 8.2122 -1.8256 -5.1179 0.769
H -0.056784 5.973856 0.494670 6.1537 7.2418 -0.6856 0.668
H -1.412707 6.520345 3.063515 1.6915 0.6474 1.1531 0.416
H -2.426202 7.319002 1.513560 1.1143 -1.5336 2.8891 0.299
H -3.231856 6.155183 2.845850 2.3016 1.4151 -0.4227 0.217
```
Positions in Å, forces in eV/Å.

Results
- Molar mass: 461.49 g/mol
- Electronic energy: -42708.4569 eV
- SMILES: CCn1cc(C(=O)OCC(=O)c2cc(C)n(-c3ccccc3F)c2C)c(=O)c2ccc(C)nc21

# 2
ORCA calculation (wB97M-V/def2-TZVPD) on a molecular structure, C21H25ClN2W at a distorted geometry.

Geometry as XYZ:
```
50
Properties=species:S:1:pos:R:3:forces:R:3:mulliken_spin:R:1
C 1.985965 -2.484856 -3.128685 0.2838 -1.2217 -1.4961 0.040
C 1.609515 -3.796115 -2.611180 -0.7334 -0.0960 1.4977 0.012
C 1.136976 -1.884936 -4.155117 -0.9787 1.2179 0.1212 0.000
C 3.406574 -2.217478 -3.283112 0.6898 1.1622 0.8126 0.012
Cl 1.378710 -1.040147 -0.807342 2.5646 -2.1410 -0.1604 0.039
H 1.401520 -2.411612 -5.090105 -0.0925 0.0479 0.2067 0.003
H 1.346062 -0.822286 -4.320498 0.2150 -0.2226 -0.0514 0.001
H 0.059984 -1.971842 -3.984387 0.3237 -0.4396 -0.1920 -0.002
H 1.926416 -4.505459 -3.377945 0.0696 -0.1144 -0.2174 0.001
H 0.539274 -3.934369 -2.440250 0.0783 0.1298 -0.2796 -0.001
H 2.121332 -4.076136 -1.688534 0.2240 0.0856 -0.1607 0.002
H 3.702348 -2.888765 -4.092828 0.1201 -0.2451 -0.0770 -0.001
H 4.026380 -2.422943 -2.412694 -0.0916 -0.2878 0.0147 0.001
H 3.624484 -1.209355 -3.631062 -0.0875 0.0218 -0.0438 0.000
C -3.063854 -0.560439 -0.143572 -0.5248 -0.1201 1.1133 0.142
C -2.453979 -0.283525 -1.365633 -0.3828 0.1683 -1.1819 -0.008
C -1.352043 -1.158664 -1.561282 -0.4428 -0.7000 0.1075 -0.050
H -2.903311 0.312098 -2.167097 0.3985 0.0897 0.5321 0.002
C -1.281101 -1.963692 -0.379356 1.0805 -0.5024 -0.0133 0.094
C -2.286026 -1.542977 0.511827 -0.9575 -0.4341 -0.0763 -0.048
H -2.521410 -2.028824 1.463303 0.2819 0.3899 -0.3146 0.004
H -3.964018 -0.069034 0.245159 0.5142 -0.2916 -0.3410 0.007
H -0.811575 -1.327838 -2.492230 -0.3260 0.2367 0.5932 -0.012
H -0.558968 -2.784772 -0.219133 -0.7181 0.6935 0.0165 0.016
C 1.141786 1.890221 -0.092785 -0.2419 1.1226 -0.3903 0.070
C -0.058618 2.578177 0.306807 0.9193 0.0933 -0.1871 -0.025
C -1.012557 2.519862 -0.735131 -0.2944 -0.1453 0.8287 0.044
H -0.175274 3.129892 1.225614 -0.1071 -0.3192 0.1648 0.006
C -0.427074 1.805372 -1.803164 1.5116 0.4188 0.1973 -0.010
C 0.920005 1.497714 -1.461562 -0.2342 1.0771 0.0891 -0.006
H 1.668677 1.107230 -2.122651 -0.0999 -0.1742 -0.0196 -0.006
H 2.060854 1.775914 0.477910 -0.2811 0.2285 -0.3839 0.006
H -2.002770 2.987322 -0.711558 0.4374 -0.4398 -0.0096 0.007
H -0.846214 1.656141 -2.760882 -0.4363 -0.2684 -0.7021 0.001
W -0.357543 0.248711 -0.075740 -2.7353 1.5049 -0.3545 1.577
N -2.409718 1.130591 3.785929 -0.6002 -0.2897 0.4159 0.004
C -2.338494 0.744533 2.492958 0.2942 0.2078 0.7062 0.028
N -1.059440 0.742407 2.032709 -1.7159 -0.8556 0.8081 0.091
C -0.279408 1.156460 3.138470 -0.7716 0.5041 0.0879 -0.035
C 1.031232 1.607811 3.190018 0.2942 -0.0826 0.0450 -0.009
C 1.425042 2.421089 4.241424 0.3888 -0.2018 -0.6430 0.002
C 0.555028 2.756917 5.271030 -0.9802 -0.2988 1.0057 0.001
C -0.731194 2.227793 5.305517 -0.0812 -0.3817 0.0064 -0.001
C -1.116591 1.422455 4.225595 -0.3257 0.8360 -0.3862 -0.007
H -3.276414 1.176684 4.384376 1.3813 -0.0480 -1.1989 0.001
H -3.297044 0.530458 1.987349 1.2507 0.0273 0.1158 -0.008
H 1.690445 1.306323 2.399652 0.4222 0.1862 -0.0658 0.012
H 2.420969 2.850555 4.243180 -0.0255 -0.2067 0.0101 0.000
H 0.878581 3.394004 6.095881 -0.0329 -0.1315 -0.3661 0.000
H -1.473524 2.409329 6.090808 0.5556 0.2097 -0.1838 0.000
```
Positions in Å, forces in eV/Å.

Results
- Molar mass: 524.74 g/mol
- Net charge: +2
- Electronic energy: -39493.4796 eV
- Spin multiplicity: 3